<1>
The following is a DFT calculation (the ωB97M-V functional and the def2-TZVPD basis) of C2H2N4O2 in the gas phase.

Element x y z (Å)
O 1.70 0.76 0.97
C 1.85 -0.13 0.17
O 0.87 -0.97 -0.42
N -0.43 -0.70 -0.23
C -0.81 0.67 -0.54
N -2.03 0.91 -0.10
N -2.27 -0.18 0.74
N -1.44 -1.25 0.67
H 2.65 -0.67 -0.21
H -0.09 1.57 -1.04

Computed properties:
highest occupied orbital energy = -10.62 eV
frontier orbital gap = 10.646 eV

Here are the natural (NBO) charges for atoms 1 to 4, given in e: O -0.50; C 0.64; O -0.35; N 0.00



<2>
The following is a DFT calculation (the ωB97M-V functional and the def2-TZVPD basis) of C2H2N4O2 in the gas phase.

Element x y z (Å)
O -1.98 -1.14 0.25
C -1.36 -0.09 -0.05
O -1.89 1.09 -0.11
N 0.07 -0.03 -0.18
N 0.76 1.06 0.10
C 1.98 0.61 0.17
N 2.02 -0.77 0.00
N 0.79 -1.08 -0.20
H -1.15 1.77 -0.04
H 2.87 1.28 0.20

Computed properties:
highest occupied orbital energy = -11.50 eV
frontier orbital gap = 11.322 eV

Here are the natural (NBO) charges for atoms 1 to 4, given in e: O -0.52; C 0.88; O -0.63; N -0.09



Least stable = <1>



<1>
The following is a DFT calculation (the ωB97M-V functional and the def2-TZVPD basis) of a 2-piece molecular cluster, C18H16F3NO3 overall.

Element x y z (Å)
C 4.29 0.14 1.23
C 3.08 -0.65 1.66
O 2.16 0.24 2.31
C 1.05 -0.45 2.78
N 0.23 0.40 3.44
C -1.09 0.09 3.46
C -1.93 1.35 3.38
O -1.65 -1.00 3.57
O 0.98 -1.67 2.61
H 5.06 -0.54 0.86
H 4.03 0.82 0.41
H 4.70 0.72 2.06
H 2.59 -1.11 0.79
H 3.37 -1.45 2.36
H -1.32 2.23 3.13
H -2.71 1.22 2.63
H -2.43 1.52 4.35
F -0.02 -4.83 7.00
C -0.48 -3.53 7.08
C -1.75 -3.32 7.63
C -2.17 -1.99 7.69
F -3.41 -1.73 8.23
C -1.40 -0.93 7.23
C -0.12 -1.17 6.65
C 0.58 -0.03 6.15
C 1.95 0.14 5.82
C 2.43 1.48 5.72
C 3.73 1.75 5.34
C 4.64 0.71 5.07
C 4.16 -0.59 5.17
F 5.01 -1.62 4.82
C 2.86 -0.91 5.54
C 0.34 -2.52 6.61
H -2.36 -4.13 7.99
H -1.76 0.09 7.31
H 0.00 0.90 6.22
H 1.73 2.29 5.92
H 4.06 2.79 5.24
H 5.67 0.90 4.78
H 2.56 -1.95 5.56
H 1.32 -2.77 6.22

Computed properties:
highest occupied orbital energy = -8.13 eV
frontier orbital gap = 4.998 eV

Here are the natural (NBO) charges for atoms 1 to 4, given in e: C -0.62; C -0.07; O -0.53; C 0.85



<2>
The following is a DFT calculation (the ωB97M-V functional and the def2-TZVPD basis) of C18H16F3NO3 in the gas phase.

Element x y z (Å)
C -0.09 -1.71 0.21
C -1.39 -1.82 -0.54
C -2.40 -2.63 -0.07
C -3.62 -2.72 -0.73
C -3.83 -1.99 -1.88
C -2.83 -1.17 -2.37
C -1.61 -1.08 -1.71
N -0.57 -0.27 -2.20
C -0.64 0.73 -3.10
O -1.62 1.11 -3.69
C 0.73 1.41 -3.33
O 1.26 2.02 -2.15
C 2.02 1.28 -1.35
O 2.26 0.11 -1.52
C 2.53 2.10 -0.18
C 2.15 1.38 1.09
C 2.88 0.28 1.52
C 2.50 -0.42 2.65
C 1.38 -0.04 3.36
C 0.64 1.06 2.93
C -0.57 1.50 3.71
F -1.17 0.50 4.36
F -1.50 2.08 2.94
F -0.24 2.42 4.65
C 1.02 1.77 1.80
H 0.10 -0.69 0.52
H -0.12 -2.34 1.10
H 0.75 -2.04 -0.40
H -2.24 -3.20 0.83
H -4.39 -3.37 -0.34
H -4.78 -2.05 -2.40
H -3.00 -0.59 -3.27
H 0.34 -0.49 -1.81
H 0.60 2.22 -4.05
H 1.44 0.67 -3.71
H 2.10 3.10 -0.23
H 3.62 2.16 -0.26
H 3.75 -0.03 0.96
H 3.07 -1.27 2.97
H 1.07 -0.58 4.24
H 0.43 2.61 1.47

Computed properties:
highest occupied orbital energy = -8.49 eV
frontier orbital gap = 8.938 eV

Here are the natural (NBO) charges for atoms 1 to 4, given in e: C -0.63; C -0.07; C -0.19; C -0.22



Least stable = <1>



<1>
The following is a DFT calculation (the ωB97M-V functional and the def2-TZVPD basis) of CH4P2S3 in the gas phase.

Element x y z (Å)
C 1.44 -1.46 -1.16
S 1.26 -0.58 0.42
P -0.81 -0.24 0.32
S -1.16 0.48 2.30
P -1.39 2.49 1.53
S -1.00 1.80 -0.46
H 2.43 -1.91 -1.16
H 1.35 -0.76 -1.99
H 0.68 -2.24 -1.24
H -2.79 2.42 1.43

Computed properties:
highest occupied orbital energy = -8.27 eV
frontier orbital gap = 7.924 eV

Here are the natural (NBO) charges for atoms 1 to 4, given in e: C -0.74; S -0.06; P 0.49; S -0.36



<2>
The following is a DFT calculation (the ωB97M-V functional and the def2-TZVPD basis) of CH4P2S3 in the gas phase.

Element x y z (Å)
C 2.47 -0.55 -0.40
S 0.99 0.34 -1.01
P -0.58 0.60 1.04
S -1.86 1.93 0.08
P -3.13 0.27 -0.36
S -1.86 -1.04 0.71
H 2.09 -1.33 0.28
H 3.13 0.12 0.13
H 2.76 -1.08 -1.20
H -4.01 0.74 0.72

Computed properties:
highest occupied orbital energy = -8.19 eV
frontier orbital gap = 7.593 eV

Here are the natural (NBO) charges for atoms 1 to 4, given in e: C -0.72; S -0.19; P 0.54; S -0.33



Least stable = <2>



<1>
The following is a DFT calculation (the ωB97M-V functional and the def2-TZVPD basis) of an isolated ion of composition C6H10O and charge +1.

Element x y z (Å)
C 0.83 -0.04 -2.30
C 0.19 0.35 -0.98
C 0.68 -0.02 0.21
C -0.14 -0.30 1.36
C 0.57 -0.15 2.60
O -0.10 -0.34 3.78
C -1.23 0.45 -1.17
H 1.87 -0.26 -2.21
H 0.76 0.68 -3.07
H 0.23 -0.92 -2.57
H 1.72 -0.30 0.28
H -1.28 -0.61 1.35
H 1.71 -0.04 2.78
H -0.93 0.16 3.70
H -1.70 0.89 -0.34
H -1.41 1.02 -2.10
H -1.76 -0.56 -1.33

Computed properties:
highest occupied orbital energy (alpha / beta) = -13.91 / -15.34 eV
net charge = +1
multiplicity = 2
frontier orbital gap (alpha / beta) = 9.088 / 7.958 eV

Here are the natural (NBO) charges for atoms 1 to 4, given in e: C -0.66; C 0.28; C -0.20; C -0.23



<2>
The following is a DFT calculation (the ωB97M-V functional and the def2-TZVPD basis) of an isolated ion of composition C6H10O and charge +1.

Element x y z (Å)
O -0.91 1.93 -2.63
C -1.01 1.89 -1.42
C -0.83 0.72 -0.58
C -0.29 0.76 0.86
C 0.90 -0.20 1.07
C 0.94 -2.28 -0.30
C 0.54 -1.58 0.76
H -1.12 2.87 -0.93
H -1.77 0.09 -0.76
H -0.16 -0.01 -1.10
H -1.16 0.72 1.52
H 0.02 1.81 1.01
H 1.79 0.18 0.48
H 1.12 0.14 2.10
H 1.59 -1.85 -1.04
H 0.49 -3.22 -0.56
H -0.12 -1.96 1.55

Computed properties:
highest occupied orbital energy (alpha / beta) = -13.57 / -13.56 eV
net charge = +1
multiplicity = 2
frontier orbital gap (alpha / beta) = 7.478 / 3.899 eV

Here are the natural (NBO) charges for atoms 1 to 4, given in e: O -0.01; C 0.45; C -0.57; C -0.38



<3>
The following is a DFT calculation (the ωB97M-V functional and the def2-TZVPD basis) of an isolated ion of composition C6H10O and charge +1.

Element x y z (Å)
C -0.49 -2.19 -1.60
C 0.19 -1.52 -0.48
C 1.25 -2.12 0.18
C -0.66 2.01 0.73
O 0.22 3.12 0.68
C 0.08 0.78 0.33
C -0.50 -0.44 0.10
H -0.59 -1.47 -2.42
H -1.56 -2.34 -1.40
H -0.17 -3.13 -2.03
H 1.51 -3.16 0.04
H 1.86 -1.53 0.85
H -1.01 1.88 1.77
H -1.51 2.28 0.10
H 0.69 3.16 1.53
H 1.05 1.01 -0.10
H -1.58 -0.49 0.19

Computed properties:
highest occupied orbital energy (alpha / beta) = -14.70 / -14.85 eV
net charge = +1
multiplicity = 2
frontier orbital gap (alpha / beta) = 9.900 / 6.932 eV

Here are the natural (NBO) charges for atoms 1 to 4, given in e: C -0.69; C 0.11; C -0.10; C -0.16



Least stable = <2>



<1>
The following is a DFT calculation (the ωB97M-V functional and the def2-TZVPD basis) of a 2-piece molecular cluster, C6H16O overall.

Element x y z (Å)
C -0.78 -2.33 -0.36
C 0.38 -1.16 -0.45
C -0.18 0.24 -0.61
C -0.99 0.77 0.53
C -0.28 0.76 1.83
C 0.83 1.85 2.06
H -0.81 -3.03 -1.39
H -0.68 -2.86 0.60
H -1.90 -1.99 -0.22
H 0.96 -1.27 0.49
H 1.12 -1.35 -1.29
H 0.71 0.83 -1.01
H -0.72 0.49 -1.47
H -1.96 0.28 0.59
H -1.43 1.73 0.10
H -1.09 0.97 2.57
H 0.21 -0.27 2.08
H 0.92 1.96 3.18
H 0.66 2.75 1.61
H 1.77 1.36 1.70
O 1.16 -0.34 -3.47
H 0.31 0.20 -3.64
H 1.77 0.40 -3.42

Computed properties:
highest occupied orbital energy = -10.16 eV
frontier orbital gap = 10.834 eV

Here are the natural (NBO) charges for atoms 1 to 4, given in e: C -0.64; C -0.42; C -0.41; C -0.42



<2>
The following is a DFT calculation (the ωB97M-V functional and the def2-TZVPD basis) of a 2-piece molecular cluster, C6H16O overall.

Element x y z (Å)
C -0.52 -1.95 1.68
C 0.05 -0.56 1.49
C 0.78 -0.37 0.17
C -0.08 -0.45 -1.08
C 0.74 -0.46 -2.37
C -1.15 0.64 -1.15
H -1.00 -2.02 2.66
H 0.26 -2.71 1.76
H -1.26 -2.25 0.95
H -0.78 0.15 1.61
H 0.72 -0.26 2.29
H 1.34 0.57 0.19
H 1.53 -1.15 0.10
H -0.64 -1.38 -1.01
H 0.46 -1.29 -3.01
H 0.59 0.46 -2.94
H 1.82 -0.48 -2.17
H -1.73 0.65 -0.24
H -1.75 0.47 -2.04
H -0.63 1.60 -1.26
O 0.21 3.90 1.61
H 1.17 3.78 1.59
H -0.13 3.11 1.17

Computed properties:
highest occupied orbital energy = -11.02 eV
frontier orbital gap = 11.848 eV

Here are the natural (NBO) charges for atoms 1 to 4, given in e: C -0.61; C -0.40; C -0.39; C -0.22



Least stable = <1>



<1>
The following is a DFT calculation (the ωB97M-V functional and the def2-TZVPD basis) of C4H6Cl2S in the gas phase.

Element x y z (Å)
S -0.29 2.19 -0.83
C -0.51 0.61 -0.25
C -1.83 0.07 -0.53
Cl -2.02 -1.74 -0.59
C 0.37 -0.19 0.64
C 1.83 -0.08 0.26
Cl 2.34 -1.12 -1.06
H -2.63 0.51 0.13
H -2.18 0.37 -1.50
H 0.14 -1.26 0.58
H 0.31 0.07 1.65
H 2.33 -0.40 1.18
H 2.14 0.99 0.33

Computed properties:
highest occupied orbital energy = -9.22 eV
frontier orbital gap = 8.279 eV

Here are the natural (NBO) charges for atoms 1 to 4, given in e: S 0.02; C 0.01; C -0.47; Cl -0.08



<2>
The following is a DFT calculation (the ωB97M-V functional and the def2-TZVPD basis) of C4H6Cl2S in the gas phase.

Element x y z (Å)
Cl -2.22 0.62 1.96
C -0.35 0.83 1.66
Cl 0.53 -0.36 2.70
C 0.16 0.63 0.17
C -0.10 -0.63 -0.60
C 0.61 -0.85 -1.85
S 0.86 -2.15 -0.60
H -0.05 1.80 2.11
H 1.29 1.00 0.19
H -0.69 1.28 -0.39
H -1.24 -0.98 -0.63
H -0.19 -1.14 -2.54
H 1.38 -0.06 -2.19

Computed properties:
highest occupied orbital energy = -9.01 eV
frontier orbital gap = 9.746 eV

Here are the natural (NBO) charges for atoms 1 to 4, given in e: Cl -0.08; C -0.14; Cl -0.05; C -0.46



Least stable = <2>